# 1
The following is a quantum chemistry calculation of a molecular structure, C5H13O3, from the OMol25 dataset.

Element x y z (Å)
C (-1.7610, -0.5850, 0.8375)
O (-1.9937, 0.0461, 2.0312)
C (-0.3212, -0.4944, 0.4194)
C (0.6252, -1.6389, 0.5041)
C (1.3933, -1.8689, -0.7800)
C (1.3413, -1.1537, -1.8931)
H (-2.4015, -0.3202, -0.0002)
H (-2.0829, -1.7780, 1.0480)
H (-0.2822, 0.2110, -0.5506)
H (0.0980, 0.3122, 0.9950)
H (-0.0137, -2.5759, 0.6607)
H (1.3814, -1.4641, 1.3646)
H (1.9198, -2.8402, -0.7582)
H (0.7498, -0.3267, -2.0744)
H (2.0782, -1.4072, -2.6829)
H (0.4774, 2.1781, -0.6592)
H (1.1365, 3.2915, 0.0472)
O (1.2499, 2.3775, 0.2888)
H (-0.7310, 2.8832, -1.4984)
H (-1.1562, 0.6207, 2.3361)
O (-0.3610, 2.0340, -1.4143)

Its HOMO-LUMO gap is 0.290 Ha. The energy relative to the best compared isomer or geometry (same formula, charge and spin) is 227.3 kJ/mol. The value obtained for the total energy is -11536.1872 eV. The value obtained for the LUMO energy is 3.839 eV. The molecular weight is 121.156 g mol⁻¹. As for the charge: -1. Its HOMO energy is -4.043 eV.

=====

# 2
The following is a quantum chemistry calculation of a molecular structure, C5H13O3Pb, from the OMol25 dataset.

Element x y z (Å)
C (2.3842, -1.8780, -1.2578)
O (1.5615, -0.7283, -1.0486)
H (2.3789, -2.5269, -0.3727)
H (2.0029, -2.3996, -2.1407)
H (3.4151, -1.5486, -1.4405)
C (1.9985, 0.1758, -0.0483)
O (1.0021, 0.2084, 0.9104)
C (0.2843, 1.4293, 1.0840)
C (-1.1749, 1.1009, 1.2780)
O (-1.6838, 0.4474, 0.1168)
C (-3.0948, 0.2319, 0.1555)
H (2.2112, 1.1487, -0.5132)
H (2.8941, -0.1953, 0.4657)
H (0.4303, 2.1022, 0.2258)
H (0.6542, 1.9251, 1.9903)
H (-1.3117, 0.4314, 2.1406)
H (-1.7359, 2.0327, 1.4361)
H (-3.5911, 1.1645, 0.4544)
H (-3.3251, -0.5855, 0.8521)
H (-3.4293, -0.0354, -0.8530)
Pb (-0.5134, -0.6985, -1.1613)
H (-1.3572, -1.8024, -2.2736)

Its HOMO-LUMO gap is 0.228 Ha. The energy relative to the best compared isomer or geometry (same formula, charge and spin) is 151.8 kJ/mol. The value obtained for the total energy is -16773.9187 eV. The value obtained for the LUMO energy is -4.301 eV. The molecular weight is 328.356 g mol⁻¹. As for the charge: +1. Its HOMO energy is -10.495 eV.

=====

# 3
The following is a quantum chemistry calculation of a gas-phase ion, C5H13O3Si (charge +1), from the OMol25 dataset.

Element x y z (Å)
C (-0.2888, 0.6492, -2.2945)
C (0.0297, 1.8414, -1.7167)
C (0.8344, -2.7413, 0.8627)
C (1.5055, 1.2336, 0.8380)
C (-2.0644, -0.2025, 1.3318)
O (-1.1034, -0.1102, -1.4015)
O (0.3999, -1.4770, 0.2043)
O (0.2129, 1.0810, 0.3463)
Si (-0.6613, -0.3209, 0.1533)
H (-0.8470, 0.8369, -3.2365)
H (0.5843, 0.0990, -2.5780)
H (0.9541, 2.3510, -1.9553)
H (-0.7422, 2.2813, -1.1970)
H (0.1604, -3.0157, 1.5364)
H (1.8263, -2.4867, 1.3926)
H (0.8598, -3.3920, -0.0350)
H (1.8440, 2.4164, 0.8740)
H (1.5602, 0.8841, 1.8494)
H (2.1517, 0.5562, 0.2010)
H (-1.8791, -0.5902, 2.3884)
H (-2.3858, 0.9050, 1.4999)
H (-2.9513, -0.7986, 0.9365)

Its HOMO-LUMO gap is 0.317 Ha. The energy relative to the best compared isomer or geometry (same formula, charge and spin) is 0.0 kJ/mol. The value obtained for the total energy is -19408.6925 eV. The value obtained for the LUMO energy is -6.076 eV. The molecular weight is 149.242 g mol⁻¹. As for the charge: +1. Its HOMO energy is -14.692 eV.

=====

# 4
The following is a quantum chemistry calculation of 2 unconnected molecules or ions with the total composition C5H13OS, from the OMol25 dataset.

Element x y z (Å)
C (-1.2447, -1.5720, -0.3446)
O (0.0775, -1.5031, -0.0295)
C (-1.8645, -0.1732, -0.5650)
C (-1.2742, 0.4920, -1.8039)
H (-1.8476, -2.0900, 0.4545)
H (-1.4531, -2.1462, -1.2726)
H (-1.6380, 0.4199, 0.3251)
H (-2.9654, -0.1477, -0.6436)
H (-1.5676, 1.5375, -1.9369)
H (-1.4801, -0.1106, -2.6936)
H (-0.1862, 0.5434, -1.7059)
C (0.9266, 0.3216, 2.2124)
S (1.3408, 1.7017, 1.1104)
C (2.4967, 0.7791, 0.0793)
H (1.8643, 0.0062, 2.6756)
H (0.4589, -0.4533, 1.5633)
H (0.2709, 0.6204, 3.0333)
H (2.6258, 1.3656, -0.8303)
H (3.4522, 0.5722, 0.5642)
H (2.0076, -0.1635, -0.1923)

Its HOMO-LUMO gap is 0.227 Ha. The energy relative to the best compared isomer or geometry (same formula, charge and spin) is 137.6 kJ/mol. The value obtained for the total energy is -18278.2673 eV. The value obtained for the LUMO energy is 3.473 eV. The molecular weight is 121.225 g mol⁻¹. As for the charge: -1. Its HOMO energy is -2.698 eV.

=====

# 5
The following is a quantum chemistry calculation of 2 unconnected molecules or ions with the total composition C5H14, from the OMol25 dataset.

Element x y z (Å)
C (0.4548, 0.7891, 1.6488)
C (1.2218, 2.1498, 1.7268)
C (-0.9749, 1.0030, 1.1996)
H (0.9350, 0.1681, 0.8902)
H (0.5295, 0.3738, 2.6480)
H (2.2432, 1.9381, 2.0483)
H (-1.1699, 1.5983, 0.3144)
H (-1.5698, 0.0810, 1.1304)
H (-1.5157, 1.4944, 2.0276)
H (1.1424, 2.7351, 0.8177)
H (0.7384, 2.6488, 2.5639)
C (-0.2265, -1.3604, -1.5862)
C (-0.2418, -2.3664, -2.7251)
H (0.0830, -1.8115, -0.6382)
H (0.4307, -0.5169, -1.8031)
H (-1.2261, -1.0143, -1.3024)
H (-0.3272, -1.8390, -3.6756)
H (-1.1252, -3.0147, -2.6569)
H (0.5983, -3.0561, -2.6282)

Its HOMO-LUMO gap (alpha / beta) is 0.097 / 0.433 Ha. The energy relative to the best compared isomer or geometry (same formula, charge and spin) is 30.2 kJ/mol. The value obtained for the total energy is -5410.1963 eV. The value obtained for the LUMO energy (alpha / beta) is 4.158 / 4.128 eV. The molecular weight is 74.167 g mol⁻¹. As for the charge: -1. Its HOMO energy (alpha / beta) is 1.528 / -7.652 eV. Its spin multiplicity is 2.

=====

# 6
The following is a quantum chemistry calculation of 2 unconnected molecules or ions with the total composition C5H14, from the OMol25 dataset.

Element x y z (Å)
C (-0.8869, 1.3357, -1.5259)
C (-0.4113, 2.6242, -2.2216)
H (0.0174, 0.6730, -1.3170)
H (-1.3913, 1.6071, -0.5876)
H (-1.6335, 0.8003, -2.1272)
H (-1.3309, 3.1725, -2.6487)
H (0.2137, 2.3571, -3.1326)
H (0.1763, 3.2307, -1.4785)
C (0.1796, -0.9829, 1.1083)
C (0.9404, -0.7933, 2.4135)
C (0.2438, -2.4206, 0.5492)
H (-0.8692, -0.6795, 1.1755)
H (0.6015, -0.3587, 0.3656)
H (1.9611, -1.2667, 2.3523)
H (-0.1004, -3.1177, 1.3371)
H (-0.4772, -2.4886, -0.3590)
H (0.3728, -1.2196, 3.2427)
H (1.1289, 0.2033, 2.6295)
H (1.2653, -2.6763, 0.2247)

Its HOMO-LUMO gap (alpha / beta) is 0.099 / 0.438 Ha. The energy relative to the best compared isomer or geometry (same formula, charge and spin) is 38.4 kJ/mol. The value obtained for the total energy is -5410.1107 eV. The value obtained for the LUMO energy (alpha / beta) is 4.174 / 4.236 eV. The molecular weight is 74.167 g mol⁻¹. As for the charge: -1. Its HOMO energy (alpha / beta) is 1.490 / -7.681 eV. Its spin multiplicity is 2.

=====

# 7
The following is a quantum chemistry calculation of 2 unconnected molecules or ions with the total composition C5H14, from the OMol25 dataset.

Element x y z (Å)
C (-2.3022, -0.6486, -1.4646)
C (-1.0618, -0.0416, -0.7681)
C (0.1528, 0.1486, -1.6270)
H (-3.0833, -0.5839, -0.7076)
H (-2.1417, -1.7193, -1.5984)
H (-2.4687, -0.2206, -2.4431)
H (-1.2948, 0.8707, -0.2138)
H (-0.8733, -0.5581, 0.1967)
H (0.4929, -0.7927, -2.0981)
H (-0.0066, 0.8607, -2.4249)
H (1.0979, 0.3678, -1.1242)
C (2.0069, 0.0594, 1.3456)
C (0.8360, 0.4986, 2.1984)
H (2.5570, 0.8546, 0.8388)
H (2.8092, -0.3112, 1.9987)
H (1.7761, -0.6723, 0.5741)
H (0.2133, -0.3203, 2.5671)
H (0.1589, 1.1609, 1.6507)
H (1.1313, 1.0473, 3.0997)

Its HOMO-LUMO gap is 0.441 Ha. The energy relative to the best compared isomer or geometry (same formula, charge and spin) is 54.0 kJ/mol. The value obtained for the total energy is -5411.4895 eV. The value obtained for the LUMO energy is 1.151 eV. The molecular weight is 74.167 g mol⁻¹. As for the charge: 0. Its HOMO energy is -10.846 eV.

=====

# 8
The following is a quantum chemistry calculation of 2 unconnected molecules or ions with the total composition C5H14, from the OMol25 dataset.

Element x y z (Å)
C (1.5837, 1.2002, -0.9098)
C (1.3609, 0.3035, 0.2717)
C (2.5053, -0.6111, 0.5210)
H (0.9352, 1.0032, -1.7865)
H (1.0300, 2.1342, -0.6677)
H (2.5699, 1.3728, -1.2146)
H (1.2641, 1.0537, 1.1789)
H (0.4185, -0.3672, 0.2453)
H (3.4147, -0.2496, 0.0964)
H (2.6679, -0.4685, 1.6402)
H (2.2341, -1.7509, 0.4397)
C (-2.6480, 0.2839, -0.1516)
C (-2.5962, -1.1637, 0.1716)
H (-3.7917, 0.5483, -0.0592)
H (-2.1498, 0.7147, 0.7453)
H (-2.2654, 0.5567, -1.0392)
H (-3.0170, -1.8782, -0.5358)
H (-3.0850, -1.2744, 1.1600)
H (-1.4588, -1.4708, 0.3796)

Its HOMO-LUMO gap is 0.424 Ha. The energy relative to the best compared isomer or geometry (same formula, charge and spin) is 171.4 kJ/mol. The value obtained for the total energy is -5410.2728 eV. The value obtained for the LUMO energy is 1.065 eV. The molecular weight is 74.167 g mol⁻¹. As for the charge: 0. Its HOMO energy is -10.476 eV.